# 1
# C12H16NO

An isolated ion of composition C12H16NO and charge +1 in a non-equilibrium geometry (ωB97M-V/def2-TZVPD, the Open Molecules 2025 dataset).

HOMO level ... -13.075 eV
SMILES ... C[C@H]1[C@@H]2CC[N@@H+]2[C@]1(O)c1ccccc1
Frontier orbital gap ... 10.307 eV
Energy above the lowest of the compared OMol25 structures with the same formula, charge and spin ... 0.964 eV

```
! wB97M-V def2-TZVPD RIJCOSX def2/J DEFGRID3
* xyz 1 1
H 3.004 -2.495 0.583
C -3.040 0.729 -0.793
C 0.830 1.990 0.130
H -0.313 -1.291 -2.236
H -1.188 -1.622 1.636
H 1.747 1.467 2.128
C 0.446 -0.512 -0.589
C -1.757 0.382 -1.120
H -0.227 2.028 0.480
H 0.998 -0.917 1.300
H 1.178 1.194 -1.816
C -2.868 -0.584 1.194
H 1.399 -3.025 0.465
C -3.594 0.279 0.408
C -0.991 -0.376 -0.228
H -1.408 0.783 -2.070
N 1.123 0.891 -0.824
O 0.570 -1.164 -1.835
C 1.495 -0.966 0.324
H 3.228 0.378 -0.352
C -1.583 -1.025 0.889
H 2.830 2.413 1.150
C 2.219 0.409 0.107
H 2.248 -2.218 -1.023
C 1.974 1.652 1.091
C 2.102 -2.291 0.097
H -3.318 -1.146 1.981
H -3.594 1.440 -1.456
H -4.450 0.698 0.805
H 0.939 2.902 -0.427
*
```


# 2
# C2H5IS

C2H5IS as an isolated structure in a non-equilibrium geometry (ωB97M-V/def2-TZVPD, the Open Molecules 2025 dataset).

HOMO level (alpha / beta) ... -8.730 / -8.731 eV
Frontier orbital gap (alpha / beta) ... 7.392 / 7.394 eV
Energy above the lowest of the compared OMol25 structures with the same formula, charge and spin ... 1.416 eV

```
! wB97M-V def2-TZVPD RIJCOSX def2/J DEFGRID3
* xyz 0 1
H 1.856 0.814 1.209
H -0.644 0.393 1.010
H -1.209 -0.805 -0.165
C -0.545 0.029 0.061
S 2.065 -0.396 0.817
H -0.783 0.820 -0.535
C 0.817 -0.398 -0.333
I 1.590 0.559 -2.845
H 0.685 -1.382 -0.930
*
```


# 3
# C4H8N2O

C4H8N2O as an isolated structure in a non-equilibrium geometry (ωB97M-V/def2-TZVPD, the Open Molecules 2025 dataset).

HOMO level ... -9.519 eV
Frontier orbital gap ... 9.853 eV
Energy above the lowest of the compared OMol25 structures with the same formula, charge and spin ... 4.418 eV

```
! wB97M-V def2-TZVPD RIJCOSX def2/J DEFGRID3
* xyz 0 1
H 1.009 1.700 0.041
N 0.712 0.765 0.294
H -0.543 -0.939 1.909
H -2.103 0.397 0.978
N -0.748 0.805 -2.315
C -1.013 1.474 -1.370
C -0.431 0.321 -0.440
H -0.139 -0.457 -1.197
H 2.615 0.124 0.882
H 1.421 -1.162 0.577
C 1.803 -0.199 0.226
O -0.998 -1.360 1.167
H 2.195 -0.342 -0.794
C -1.546 -0.329 0.374
H -2.235 -0.798 -0.332
*
```


# 4
# C35H52O2P4Yb

C35H52O2P4Yb as an isolated structure in a non-equilibrium geometry (ωB97M-V/def2-TZVPD, the Open Molecules 2025 dataset).

HOMO level (alpha / beta) ... -15.036 / -15.029 eV
Frontier orbital gap (alpha / beta) ... 7.007 / 4.440 eV
Energy above the lowest of the compared OMol25 structures with the same formula, charge and spin ... 0.000 eV

```
! wB97M-V def2-TZVPD RIJCOSX def2/J DEFGRID3
* xyz 3 2
H 1.314 4.552 3.640
H -0.729 -7.167 -2.160
C -1.280 -1.271 -3.040
C 0.796 -3.827 -0.895
C -3.093 2.791 -0.133
H -5.012 -0.150 -3.375
C 4.379 1.082 -0.675
H -3.465 -0.328 1.884
H -4.278 -3.827 -1.330
H -2.115 2.838 3.286
H -4.038 3.167 0.280
H -2.187 -5.214 -1.743
H -0.505 1.158 4.673
C 0.477 5.160 0.348
H 1.025 2.669 0.985
H 1.661 -2.027 2.076
C 6.359 1.644 -4.304
H -1.460 -0.261 4.117
H 0.073 -0.506 5.023
H -0.963 -0.248 -4.910
H -0.368 4.536 3.006
P 1.319 3.983 1.381
C -2.965 2.549 2.656
C 3.087 3.987 1.294
H -3.960 -3.477 3.612
H 0.905 6.136 0.595
C -2.255 -1.675 -2.101
C 2.982 1.250 -0.931
C -3.582 -1.214 -2.171
H -4.647 0.882 1.311
H -0.022 -2.346 2.603
H 1.250 -2.021 3.823
H 3.535 4.802 1.863
H 6.483 2.740 -4.372
H 2.703 -4.841 -0.972
C 1.629 -4.915 -1.142
C 0.601 4.005 3.012
H -5.969 -4.504 2.544
H 3.429 4.059 0.262
O -0.791 -1.419 0.036
H -3.708 -0.087 0.125
H -0.604 5.187 0.541
H 6.305 1.849 -1.211
C 5.221 1.935 -1.349
H 4.768 0.270 -0.051
C -3.674 0.413 1.103
H 5.898 1.181 -5.186
O 2.046 1.156 0.009
C 2.140 0.545 3.557
H 2.314 -0.180 4.369
P 0.560 0.051 2.739
H -0.233 -1.625 -2.985
H 0.432 2.994 3.438
C -2.976 -3.065 1.728
C -0.597 -3.921 -1.059
H -2.102 -2.660 2.209
H -3.283 2.226 -1.058
H 2.105 1.562 3.977
C -4.026 -3.543 2.520
C -5.233 -4.217 0.534
H 2.961 0.474 2.832
H 5.369 3.505 -2.828
H 7.109 -0.120 -3.269
C -0.446 0.129 4.288
H 7.504 1.546 -2.527
C -1.124 -5.125 -1.557
H -4.304 -1.449 -1.392
H -3.361 0.438 -5.151
C 1.080 -6.128 -1.585
C -0.298 -6.225 -1.809
C -4.194 -3.722 -0.256
H 1.247 -2.901 -0.546
P -1.653 -2.514 -0.652
H 3.462 3.041 1.687
H -3.510 3.449 2.344
C -3.055 -3.105 0.319
H 3.104 2.993 -3.860
C -3.969 -0.469 -3.286
C -1.693 -0.523 -4.144
C -3.035 -0.137 -4.277
Yb 0.263 0.081 -1.184
H 1.612 1.389 -2.684
H -2.423 3.634 -0.352
C 4.702 2.777 -2.355
H 1.715 -6.996 -1.747
H -6.116 -4.677 0.071
P -2.344 1.684 1.138
H 0.629 4.967 -0.721
H -3.642 1.912 3.244
C -5.155 -4.125 1.927
C 6.955 0.971 -3.305
C 3.441 2.533 -2.918
C 2.607 1.632 -2.267
C 0.887 -1.767 2.814
*
```